Formula: C39H56Ge3O4STi
Source: the OMol25 dataset
Level of theory: the ωB97M-V functional and the def2-TZVPD basis

Output
energy relative to the best compared isomer or geometry (same formula, charge and spin)	2.163	eV
strongest force on any atom	0.57	eV/A
net charge	+2

Each line ends with the Mulliken charge.
Cartesian coordinates (Å):
Ti -0.166 -0.838 0.256  2.297
C 1.064 5.004 0.741  -1.884
C 0.375 3.715 1.150  1.984
C -0.160 3.785 2.572  -1.334
C -0.702 3.312 0.160  -1.350
O 1.405 2.681 1.156  0.653
Ge 2.158 1.161 1.090  -0.359
O 1.036 0.187 -0.660  -0.896
C 1.474 0.416 -2.064  1.610
C 2.051 1.814 -2.146  -1.497
C 0.244 0.260 -2.927  -1.435
C 2.528 -0.635 -2.356  -1.158
O 0.305 -0.245 1.893  -0.288
C 0.377 -0.873 3.241  1.864
C 1.706 -0.471 3.851  -2.257
C -0.784 -0.333 4.048  -1.537
C 0.273 -2.372 3.032  -2.028
H 0.336 5.815 0.705  0.418
H 1.509 4.904 -0.249  0.382
H 1.842 5.274 1.453  0.410
H -0.908 4.574 2.652  0.434
H 0.645 4.008 3.271  0.477
H -0.624 2.840 2.856  -0.158
H -1.571 3.961 0.272  0.713
H -1.030 2.284 0.334  -0.495
H -0.367 3.396 -0.873  0.556
H 1.309 2.570 -1.902  0.154
H 2.400 1.993 -3.164  0.499
H 2.917 1.937 -1.491  0.477
H -0.505 1.011 -2.685  0.287
H -0.199 -0.736 -2.799  -0.020
H 0.508 0.360 -3.981  0.610
H 3.363 -0.568 -1.658  0.299
H 2.919 -0.486 -3.364  0.548
H 2.114 -1.642 -2.305  -0.034
H 1.781 0.615 3.944  0.510
H 2.554 -0.852 3.279  0.429
H 1.778 -0.885 4.858  0.480
H -0.765 0.756 4.073  0.384
H -0.701 -0.699 5.072  0.527
H -1.742 -0.648 3.643  0.232
H 1.114 -2.759 2.451  0.316
H -0.670 -2.642 2.542  0.224
H 0.277 -2.877 4.000  0.668
C -5.799 -1.702 -0.654  -1.235
Ge -3.950 -2.333 -0.614  1.397
C -3.471 -2.898 -2.437  -1.219
C -3.728 -3.839 0.633  -1.004
Ge -2.698 -0.331 0.046  -0.946
C -3.233 0.992 -1.305  0.774
C -3.145 0.674 -2.661  -0.437
C -3.604 1.547 -3.635  -0.922
C -4.182 2.754 -3.264  -0.798
C -4.310 3.069 -1.921  -0.686
C -3.843 2.195 -0.949  -0.171
C -3.358 0.212 1.809  0.534
C -4.102 -0.689 2.572  -0.147
C -4.584 -0.340 3.827  -0.785
C -4.329 0.922 4.341  -0.839
C -3.599 1.834 3.591  -1.160
C -3.119 1.480 2.340  0.230
H -6.457 -2.530 -0.920  0.499
H -5.904 -0.922 -1.407  0.349
H -6.120 -1.300 0.305  0.380
H -3.810 -3.922 -2.592  0.444
H -2.404 -2.851 -2.661  0.244
H -3.988 -2.264 -3.156  0.543
H -3.830 -4.786 0.108  0.388
H -4.494 -3.809 1.407  0.578
H -2.753 -3.827 1.122  0.134
H -2.728 -0.276 -2.975  0.488
H -3.524 1.280 -4.681  0.447
H -4.551 3.434 -4.019  0.406
H -4.789 3.993 -1.626  0.467
H -3.984 2.452 0.092  0.391
H -4.316 -1.686 2.198  -0.019
H -5.165 -1.052 4.398  0.471
H -4.706 1.198 5.316  0.409
H -3.406 2.825 3.981  0.489
H -2.553 2.212 1.779  0.361
O -0.031 -2.650 -0.316  0.041
S 0.093 -3.773 -1.399  0.061
C -0.712 -5.169 -0.710  1.064
C -0.433 -5.615 0.579  -0.087
C -1.083 -6.745 1.034  -0.889
C -1.968 -7.424 0.199  -0.477
C -2.219 -6.979 -1.088  -0.920
C -1.593 -5.829 -1.554  -0.466
C 1.804 -4.211 -1.316  0.043
C 2.577 -3.972 -0.189  -0.156
C 3.912 -4.344 -0.217  -0.874
C 4.446 -4.948 -1.348  -0.562
C 3.655 -5.182 -2.463  -0.761
C 2.320 -4.805 -2.459  -0.389
H 0.278 -5.092 1.206  0.359
H -0.894 -7.114 2.032  0.479
H -2.462 -8.316 0.561  0.442
H -2.901 -7.519 -1.728  0.455
H -1.789 -5.457 -2.550  0.507
H 2.151 -3.503 0.687  0.469
H 4.537 -4.168 0.647  0.484
H 5.488 -5.234 -1.361  0.446
H 4.077 -5.650 -3.341  0.455
H 1.703 -4.969 -3.333  0.509